Record 1
ORCA calculation (ωB97M-V/def2-TZVPD) on a cluster of 2 separate species, C3H9O2P in total in a non-equilibrium geometry.

XYZ file:
```
15
Properties=species:S:1:pos:R:3:nbo_charge:R:1
C 2.6573 0.0876 -0.0237 -0.604
C -3.8992 -0.4042 0.3303 -0.314
C 1.4027 -0.0376 -0.8520 -0.789
O 0.6453 -2.3130 0.6087 -1.013
O -2.7588 -0.2585 -0.4243 -0.340
P 0.1387 -1.2186 -0.1563 1.380
H 3.3313 0.8077 -0.4320 0.215
H 2.4068 0.5361 1.0971 0.200
H 3.2085 -0.8595 0.1556 0.225
H -4.7935 -0.6826 -0.2812 0.203
H -4.1151 0.4255 0.9995 0.167
H -3.6698 -1.3001 0.9560 0.222
H 1.7659 -0.3898 -1.9413 0.228
H 1.1749 0.9822 -1.1223 0.254
H -1.0036 -1.2869 -0.9091 -0.035
```

HOMO energy (alpha / beta) = -10.691 / -7.269 eV
LUMO (alpha / beta) = -0.0026 / -0.0608 Eh
Frontier orbital gap (alpha / beta) = 0.39029 / 0.20633 Eh
E = -611.36803 a.u.

---

Record 2
ORCA calculation (ωB97M-V/def2-TZVPD) on a cluster of 2 separate species, C3H9O2S in total in a non-equilibrium geometry.

XYZ file:
```
15
Properties=species:S:1:pos:R:3:nbo_charge:R:1
C -0.9222 -0.2834 -0.7717 0.005
O -0.7588 1.0433 -0.9139 -0.923
C 0.3476 -1.0587 -0.1676 -0.480
C 1.3064 -0.0644 0.3927 -0.405
S 2.9590 -0.8603 0.9855 -0.186
H -1.7187 -0.6204 -0.0642 0.078
H -1.1539 -0.8266 -1.7165 0.092
H 0.8907 -1.5251 -1.0001 0.178
H -0.0465 -1.9425 0.3384 0.189
H 1.5940 0.6363 -0.3577 0.229
H 1.0790 0.5539 1.2555 0.206
H 3.5705 0.1473 0.3526 0.115
H -2.5463 1.2834 1.2191 0.433
H -1.8909 1.6210 -0.0677 0.504
O -2.7098 1.8962 0.5156 -1.034
```

HOMO energy = -3.579 eV
LUMO = 0.1168 Eh
Total charge = -1
Frontier orbital gap = 0.24828 Eh
E = -668.36012 a.u.

---

Record 3
ORCA calculation (ωB97M-V/def2-TZVPD) on a cluster of 2 separate species, C3H9O3 in total in a non-equilibrium geometry.

XYZ file:
```
15
Properties=species:S:1:pos:R:3:nbo_charge:R:1
C -0.3755 -0.7076 -0.5054 0.006
O 0.9449 -1.0112 -0.6679 -0.968
C -0.4959 0.6932 0.1082 -0.467
C -1.9054 0.7932 0.4383 -0.076
O -2.0809 0.5981 1.8388 -0.737
H -0.9442 -0.6302 -1.5102 0.099
H -0.8396 -1.4092 0.3055 0.062
H -0.2846 1.3614 -0.7314 0.180
H 0.1430 1.0981 0.9216 0.205
H -2.3315 1.7818 0.0466 0.143
H -2.4442 0.1550 -0.2798 0.155
H -1.8205 -0.3476 1.9655 0.465
H 3.5065 0.4632 -1.4297 0.433
H 2.5095 -0.4142 -0.6088 0.531
O 3.5318 -0.4283 -1.0367 -1.030
```

HOMO energy = -3.080 eV
LUMO = 0.1432 Eh
Total charge = -1
Frontier orbital gap = 0.25636 Eh
E = -345.37478 a.u.

---

Record 4
ORCA calculation (ωB97M-V/def2-TZVPD) on a cluster of 2 separate species, C3H9OP in total in a non-equilibrium geometry.

XYZ file:
```
14
Properties=species:S:1:pos:R:3:nbo_charge:R:1
C -0.0987 -1.0936 -1.0754 -0.734
C 0.9298 0.4126 1.6846 -0.898
C -0.7408 -0.8457 -2.4227 0.457
O -1.5129 -1.4618 -3.1217 -0.517
P -0.4300 1.5505 1.0663 0.236
H 0.9454 -0.8194 -1.0315 0.232
H -0.4195 -0.4238 -0.3451 0.244
H -0.1887 -2.1375 -0.8861 0.229
H 1.1888 0.4271 2.7199 0.236
H 1.6926 0.5232 0.9768 0.223
H 0.6348 -0.6015 1.5188 0.228
H -0.5072 0.2131 -2.8619 0.078
H -1.4019 1.3591 2.1195 -0.015
H -0.0918 2.8977 1.6586 0.001
```

HOMO energy = -9.629 eV
Structure (SMILES) = CC=O.CP
LUMO = 0.0294 Eh
Frontier orbital gap = 0.38324 Eh
E = -536.22082 a.u.

---

- Which value of E does entry 2 give?
  -668.36012 a.u.